{"formula": "C40H33BCl7F5N3O2PSi2W", "method": "ωB97M-V/def2-TZVPD", "species": ["W", "O", "C", "O", "C", "C", "C", "C", "C", "C", "P", "C", "C", "C", "C", "C", "C", "C", "C", "C", "C", "C", "C", "H", "H", "H", "H", "H", "H", "H", "H", "H", "H", "H", "H", "H", "H", "C", "Si", "C", "C", "N", "C", "C", "C", "C", "C", "C", "F", "H", "H", "H", "H", "H", "H", "H", "H", "H", "H", "H", "H", "H", "Cl", "C", "C", "C", "C", "C", "Cl", "C", "N", "H", "H", "H", "Cl", "Si", "Cl", "Cl", "F", "B", "F", "F", "F", "Cl", "C", "C", "C", "C", "C", "Cl", "C", "N", "H", "H", "H"], "coordinates": [[0.0006, -1.5369, 0.1706], [2.7046, -0.6468, -1.8022], [2.3091, 0.1714, -1.0050], [1.1555, 0.1323, -0.3779], [3.1476, 1.3989, -0.7071], [4.4204, 1.3909, -1.2712], [5.2615, 2.4810, -1.1506], [4.8215, 3.6088, -0.4747], [3.5669, 3.6140, 0.1119], [2.7155, 2.5076, 0.0385], [1.0959, 2.5257, 0.9401], [1.4315, 3.8872, 2.1438], [0.6950, 5.0647, 2.2349], [0.9063, 5.9601, 3.2779], [1.8583, 5.6925, 4.2484], [2.5957, 4.5157, 4.1713], [2.3794, 3.6216, 3.1379], [0.0476, 3.4296, -0.2716], [-1.3090, 3.5322, 0.0534], [-2.1931, 4.2072, -0.7729], [-1.7413, 4.7626, -1.9627], [-0.4065, 4.6344, -2.3154], [0.4831, 3.9774, -1.4742], [4.7223, 0.4906, -1.7887], [6.2551, 2.4507, -1.5814], [5.4581, 4.4821, -0.3882], [3.2469, 4.4938, 0.6551], [-0.0431, 5.2981, 1.4770], [0.3230, 6.8727, 3.3258], [2.0215, 6.3884, 5.0627], [3.3337, 4.2845, 4.9301], [2.9384, 2.6927, 3.1020], [-1.6610, 3.0703, 0.9688], [-3.2398, 4.2737, -0.5015], [-2.4332, 5.2695, -2.6247], [-0.0521, 5.0452, -3.2536], [1.5252, 3.8874, -1.7569], [-2.9277, 1.2405, -2.6760], [-1.6586, -0.1434, -2.4360], [-2.1983, -1.6501, -3.4288], [-0.0680, 0.4694, -3.1775], [-1.5333, -0.4790, -0.7137], [-2.7321, -0.4251, 0.0170], [-3.9666, -0.8973, -0.4324], [-5.1090, -0.8213, 0.3564], [-5.0588, -0.2709, 1.6254], [-3.8474, 0.2158, 2.1058], [-2.7361, 0.1343, 1.3010], [-1.5611, 0.5975, 1.7762], [-3.7215, 0.9561, -3.3718], [-2.4234, 2.1213, -3.0780], [-3.3968, 1.5334, -1.7366], [-2.1980, -1.3855, -4.4914], [-3.1901, -2.0292, -3.1803], [-1.4801, -2.4594, -3.2915], [-0.2276, 0.5781, -4.2563], [0.7821, -0.1890, -3.0186], [0.1728, 1.4547, -2.7711], [-4.0229, -1.3624, -1.4057], [-6.0410, -1.2188, -0.0267], [-5.9436, -0.2329, 2.2479], [-3.7415, 0.6348, 3.0977], [1.2070, -2.7170, -3.9351], [1.4845, -4.0171, -2.8231], [2.0435, -5.1774, -3.3221], [2.2818, -6.2468, -2.4757], [1.9478, -6.1422, -1.1379], [1.3794, -4.9805, -0.6477], [1.0068, -4.9200, 1.0353], [1.1359, -3.8636, -1.4691], [0.6128, -2.6989, -0.9887], [2.2991, -5.2241, -4.3716], [2.7348, -7.1533, -2.8554], [2.1370, -6.9536, -0.4492], [1.8704, -2.7173, 3.6012], [1.4819, -1.0299, 2.4232], [0.6131, 0.2426, 3.9011], [3.3252, -0.0692, 2.2518], [5.0839, -1.6980, -0.0784], [4.3991, -2.8276, 0.3915], [2.9962, -2.5490, 0.4717], [4.5760, -3.9001, -0.5049], [4.8730, -3.1883, 1.6605], [-2.5152, -4.1683, -0.8174], [-2.9466, -4.0228, 0.8547], [-4.0342, -4.7355, 1.3218], [-4.3995, -4.6409, 2.6559], [-3.6726, -3.8251, 3.5082], [-2.5960, -3.1033, 3.0252], [-1.7195, -2.0744, 4.0967], [-2.1866, -3.1672, 1.6793], [-1.1662, -2.4360, 1.1763], [-4.5825, -5.3648, 0.6341], [-5.2469, -5.2011, 3.0295], [-3.9358, -3.7333, 4.5533]], "forces_ev_per_a": [[-0.062, 0.296, 0.363], [-0.091, 0.088, -0.091], [0.111, -0.034, 0.101], [-0.071, -0.054, -0.087], [-0.110, 0.101, -0.022], [-0.010, -0.027, -0.014], [0.023, -0.008, -0.011], [0.017, 0.021, 0.006], [-0.027, -0.021, 0.057], [0.007, -0.016, -0.095], [0.261, -0.004, -0.075], [-0.143, -0.014, 0.030], [0.076, 0.054, -0.065], [0.014, 0.034, 0.018], [-0.011, -0.002, -0.014], [0.027, 0.017, 0.016], [-0.048, -0.067, 0.023], [-0.168, -0.120, 0.049], [0.060, -0.009, -0.041], [-0.004, -0.021, 0.027], [-0.024, 0.004, -0.035], [0.009, 0.021, -0.014], [0.064, 0.007, 0.032], [0.004, -0.007, 0.012], [0.001, -0.004, -0.004], [-0.001, 0.005, 0.008], [0.019, 0.011, -0.009], [-0.003, 0.002, 0.039], [-0.003, 0.002, 0.001], [0.000, 0.001, 0.003], [0.005, 0.005, 0.001], [-0.008, -0.013, 0.003], [-0.043, -0.019, 0.008], [-0.002, 0.002, -0.005], [-0.003, 0.006, 0.003], [0.003, -0.002, 0.001], [-0.014, -0.002, -0.005], [-0.040, -0.060, -0.003], [0.032, 0.045, 0.009], [0.029, 0.028, -0.029], [-0.030, 0.065, 0.030], [-0.122, -0.009, -0.241], [0.034, 0.091, 0.109], [0.018, -0.015, 0.055], [-0.018, -0.008, -0.024], [-0.008, 0.003, 0.032], [0.009, -0.015, -0.026], [0.101, 0.024, -0.053], [-0.100, -0.001, -0.043], [-0.008, -0.022, 0.000], [0.013, 0.019, -0.017], [-0.019, 0.010, 0.010], [0.017, -0.016, -0.014], [-0.021, 0.022, 0.028], [-0.011, -0.015, 0.015], [0.003, 0.004, -0.009], [0.013, -0.045, 0.005], [0.026, -0.001, 0.025], [0.005, -0.011, -0.017], [-0.007, -0.003, 0.002], [-0.005, 0.001, 0.000], [-0.003, 0.005, 0.004], [0.014, 0.014, -0.016], [-0.062, 0.057, 0.075], [0.028, -0.055, 0.019], [-0.018, 0.026, -0.018], [0.003, 0.006, 0.018], [0.056, 0.004, 0.002], [-0.066, 0.006, -0.044], [-0.103, -0.123, -0.111], [0.383, 0.046, 0.071], [0.002, 0.004, -0.004], [0.011, 0.002, -0.001], [0.008, 0.001, 0.001], [-0.008, 0.057, -0.057], [0.074, -0.255, -0.080], [0.000, 0.022, -0.120], [-0.050, -0.034, 0.001], [0.006, 0.047, 0.013], [-0.061, -0.082, -0.084], [0.204, 0.040, 0.132], [-0.008, -0.070, -0.041], [0.006, 0.002, 0.032], [-0.020, -0.043, -0.009], [0.043, 0.054, -0.013], [-0.018, -0.016, 0.027], [0.001, 0.004, -0.017], [0.001, -0.008, -0.015], [0.034, 0.001, 0.009], [-0.078, -0.026, -0.009], [-0.012, -0.121, 0.034], [-0.135, 0.116, 0.144], [-0.001, -0.005, -0.003], [-0.001, -0.002, -0.002], [0.004, 0.007, 0.003]], "total_charge": -2, "lumo_energy_ha": 0.1486, "de_lowest_ev": 0.000, "orbital_gap_ev": 7.02}